1.
{"formula": "C12H33IN4O4P2", "method": "ωB97M-V/def2-TZVPD", "spin_multiplicity": 1, "max_force_ev_per_a": 1.48, "smiles": "CCCN[PH3]P(O)I.CNC(C)=O.CNC(C)=O.CNC(C)=O", "orbital_gap_ev": 8.142, "homo_energy_ev": -7.7, "molar_mass_g_mol": 486.27, "species": ["C", "C", "C", "N", "P", "P", "O", "I", "H", "H", "H", "H", "H", "H", "H", "H", "H", "H", "H", "H", "C", "N", "C", "C", "O", "H", "H", "H", "H", "H", "H", "H", "C", "N", "C", "C", "O", "H", "H", "H", "H", "H", "H", "H", "C", "N", "C", "C", "O", "H", "H", "H", "H", "H", "H", "H"], "positions_angstrom": [[3.056442, 4.353667, 3.622158], [1.764226, 5.000479, 4.128446], [1.279266, 5.992463, 3.090438], [-0.149514, 6.319362, 3.153930], [-1.282048, 4.964151, 2.960059], [-3.035867, 3.505906, 2.835537], [-3.104949, 2.922506, 4.385304], [-2.454942, 1.549479, 1.456036], [3.761562, 5.141646, 3.413181], [3.432483, 3.685904, 4.377479], [2.841448, 3.806970, 2.724987], [1.068607, 4.194715, 4.317377], [1.964244, 5.477611, 5.069891], [1.604183, 5.672959, 2.103889], [1.806761, 6.915147, 3.285920], [-0.317206, 6.902172, 2.342081], [-0.403441, 4.140598, 2.199695], [-1.312602, 4.758584, 4.365781], [-2.176370, 5.851573, 2.309240], [-3.921912, 2.418506, 4.456187], [1.706805, -2.776578, 3.322503], [2.388589, -1.525764, 3.612759], [1.875867, -0.272507, 3.657617], [0.402873, -0.091948, 3.369859], [2.595982, 0.679006, 3.931752], [1.802815, -3.452753, 4.175240], [2.155661, -3.252141, 2.451676], [0.656097, -2.614682, 3.117376], [3.373579, -1.555680, 3.817503], [0.152165, 0.958881, 3.455521], [0.168626, -0.427870, 2.359878], [-0.196227, -0.653054, 4.087929], [-0.182150, -3.583264, -2.753294], [-0.032104, -3.902393, -1.335646], [-0.392241, -3.162274, -0.261332], [-1.039694, -1.826269, -0.529799], [-0.200578, -3.571682, 0.876342], [-0.787581, -4.336319, -3.235329], [0.801679, -3.572412, -3.224390], [-0.649027, -2.615343, -2.889277], [0.390953, -4.782097, -1.089644], [-1.272037, -1.339519, 0.412125], [-0.366485, -1.180876, -1.095077], [-1.964978, -1.966903, -1.089423], [-1.012097, -4.116676, -9.058120], [-0.874872, -4.481730, -7.659019], [-1.246173, -3.771910, -6.564365], [-1.887959, -2.424880, -6.792512], [-1.061122, -4.219662, -5.442851], [-1.624659, -4.856555, -9.575085], [-0.029760, -4.089652, -9.531667], [-1.477128, -3.143615, -9.162571], [-0.454277, -5.369431, -7.437224], [-2.125970, -1.985367, -5.829979], [-1.206169, -1.759706, -7.322836], [-2.808775, -2.530775, -7.366255]], "forces_ev_per_angstrom": [[-0.71, 0.50, 0.63], [0.48, -0.59, -0.60], [-0.16, 0.37, 0.79], [-0.19, -0.62, -0.74], [1.19, 0.53, 0.71], [-1.39, -0.06, -0.18], [0.45, -0.01, -0.34], [0.31, 0.00, -0.04], [0.55, 0.15, -0.14], [0.39, -0.33, 0.10], [0.10, -0.41, -0.49], [-0.42, -0.16, 0.05], [-0.14, 0.36, 0.52], [-0.15, -0.33, -0.40], [0.32, 0.41, -0.11], [-0.20, 0.43, 0.07], [-0.18, -0.03, -0.01], [-0.14, -0.15, -0.18], [-0.08, -0.09, 0.02], [-0.09, -0.01, 0.27], [0.35, 0.08, 0.18], [-0.22, -0.04, -0.05], [0.09, 0.23, 0.12], [0.18, -0.13, 0.05], [-0.05, 0.06, -0.04], [-0.09, -0.03, -0.03], [-0.14, -0.05, -0.06], [-0.02, 0.02, -0.08], [0.05, -0.01, 0.01], [0.09, 0.06, 0.01], [-0.10, -0.10, 0.04], [-0.08, -0.07, -0.11], [0.30, -0.34, 0.56], [-0.07, 0.32, -0.06], [0.06, -0.11, 0.09], [-0.01, 0.04, -0.01], [-0.01, 0.07, 0.03], [-0.10, -0.01, -0.16], [-0.07, 0.07, -0.14], [-0.03, 0.03, 0.03], [0.01, -0.06, -0.02], [0.02, -0.10, 0.09], [-0.08, 0.02, -0.10], [0.02, 0.11, -0.08], [0.16, -0.34, 0.18], [-0.08, 0.18, -0.08], [0.02, -0.08, 0.06], [0.01, 0.00, 0.03], [-0.06, 0.06, -0.19], [-0.04, 0.08, -0.08], [-0.04, 0.08, -0.08], [-0.02, 0.03, 0.03], [0.02, -0.04, -0.01], [0.02, -0.05, 0.06], [-0.06, 0.02, -0.08], [0.02, 0.07, -0.07]], "nbo_charge": [-0.591, -0.407, -0.233, -0.938, 0.695, 0.508, -0.986, -0.225, 0.191, 0.225, 0.204, 0.193, 0.204, 0.166, 0.199, 0.355, -0.024, -0.002, -0.026, 0.497, -0.413, -0.612, 0.674, -0.717, -0.652, 0.188, 0.203, 0.232, 0.395, 0.237, 0.230, 0.228, -0.411, -0.610, 0.676, -0.720, -0.657, 0.230, 0.195, 0.205, 0.397, 0.237, 0.227, 0.229, -0.412, -0.611, 0.683, -0.721, -0.649, 0.200, 0.200, 0.212, 0.402, 0.243, 0.228, 0.229]}

***

2.
{"formula": "C12H26InN4O7", "method": "ωB97M-V/def2-TZVPD", "spin_multiplicity": 1, "max_force_ev_per_a": 3.70, "orbital_gap_ev": [4.874, 4.821], "de_lowest_kcal_mol": 0.0, "total_charge": 1, "homo_energy_ev": [-9.8, -9.8], "molar_mass_g_mol": 453.18, "species": ["O", "H", "In", "N", "N", "N", "N", "O", "O", "O", "O", "C", "C", "C", "C", "C", "H", "H", "H", "C", "H", "H", "H", "C", "C", "H", "H", "H", "H", "H", "H", "H", "H", "C", "H", "H", "H", "O", "H", "H", "C", "C", "C", "O", "H", "H", "H", "H", "H", "H"], "positions_angstrom": [[-0.012469, 0.070609, -5.051395], [-0.394515, -0.038775, -5.935647], [-0.287747, 0.206795, -0.110807], [-0.010101, 2.302875, 0.370694], [1.360216, 1.003551, -1.361250], [-1.539833, -1.279233, 0.931984], [-0.123177, -1.639014, -1.233527], [-0.923584, 3.007197, 0.951146], [-2.005961, -1.286873, 2.279030], [0.640879, -1.813864, -2.336369], [1.902115, 0.390797, -2.366965], [1.905684, 2.170158, -0.945464], [1.221201, 2.804458, 0.129301], [-1.539665, -2.505557, 0.421353], [-0.800576, -2.700901, -0.790988], [1.737210, 3.917084, 0.963001], [2.031213, 3.548624, 1.958163], [0.967402, 4.684843, 1.094428], [2.624234, 4.369019, 0.509713], [3.117181, 2.687456, -1.632351], [2.910645, 2.892340, -2.692057], [3.943328, 1.965641, -1.589563], [3.440683, 3.618579, -1.159936], [-2.195266, -3.579287, 1.194927], [-0.760597, -4.004358, -1.506878], [-2.924997, -3.161709, 1.892663], [-1.443947, -4.141310, 1.770331], [-2.690645, -4.284523, 0.517791], [-0.004579, -3.986065, -2.296702], [-1.741877, -4.205490, -1.958173], [-0.549044, -4.829455, -0.815521], [-2.229096, -0.362117, 2.498839], [1.163940, -0.908984, -2.417133], [-0.979884, 0.767099, -4.271986], [-0.414355, 1.455548, -3.638793], [-1.522054, 0.043728, -3.648015], [-1.694356, 1.336128, -4.892052], [-2.335315, 1.464142, -0.653349], [-3.173271, 1.032344, -0.400974], [-2.164392, 2.212305, -0.003164], [0.131693, 0.865118, 3.903648], [0.654244, -0.234406, 3.045955], [0.903385, -1.564459, 3.661560], [0.899997, -0.043228, 1.832798], [0.082885, 0.545393, 4.948330], [-0.862433, 1.197259, 3.572575], [0.797525, 1.734377, 3.827180], [0.153775, -2.281642, 3.302346], [1.893830, -1.938813, 3.381682], [0.840470, -1.503404, 4.749621]], "forces_ev_per_angstrom": [[-0.52, 0.07, -0.62], [0.35, -0.10, 0.35], [0.66, 2.66, -0.31], [1.35, 0.82, -0.50], [0.79, 1.46, 0.83], [-0.58, -2.19, 0.53], [-0.52, -3.03, -0.26], [-0.62, -0.20, 0.87], [0.22, 0.85, -1.01], [-1.12, 0.22, 1.20], [-0.14, -1.09, -0.48], [-0.43, -2.40, -0.71], [-1.87, -0.58, 0.79], [-0.57, 2.70, 2.47], [1.85, 1.52, -2.43], [0.11, 0.65, -0.22], [-0.17, 0.03, -0.23], [0.17, -0.13, 0.04], [-0.23, -0.02, 0.17], [0.24, 0.34, 0.07], [0.01, -0.18, 0.25], [-0.25, 0.06, -0.07], [0.02, -0.18, -0.19], [-0.25, -0.81, -0.21], [-0.06, -0.27, -0.03], [0.21, -0.21, -0.24], [-0.16, 0.10, -0.13], [0.18, 0.06, 0.13], [-0.22, 0.01, 0.23], [0.18, 0.03, 0.03], [-0.03, 0.18, -0.11], [0.05, -0.32, -0.32], [0.69, 0.71, -0.40], [0.33, -0.01, -0.07], [-0.27, 0.02, 0.06], [-0.15, 0.20, 0.02], [0.26, -0.21, 0.32], [-0.22, -0.95, 0.52], [0.38, 0.48, -0.26], [0.29, -0.04, -0.05], [0.00, 0.22, 0.38], [0.37, 0.25, -1.48], [0.31, -0.29, 0.33], [-0.53, -0.60, 1.33], [-0.10, 0.18, -0.22], [0.27, 0.03, -0.05], [-0.19, -0.13, -0.10], [0.13, 0.19, 0.02], [-0.18, 0.07, -0.09], [-0.01, -0.15, -0.17]], "nbo_charge": [-0.719, 0.470, 1.821, -0.231, -0.241, -0.267, -0.181, -0.605, -0.543, -0.472, -0.573, 0.165, 0.136, 0.300, 0.187, -0.661, 0.225, 0.257, 0.229, -0.664, 0.253, 0.247, 0.221, -0.695, -0.687, 0.275, 0.267, 0.259, 0.283, 0.257, 0.248, 0.497, 0.507, -0.249, 0.184, 0.141, 0.180, -0.953, 0.493, 0.529, -0.740, 0.698, -0.734, -0.654, 0.239, 0.253, 0.281, 0.257, 0.269, 0.241]}